Computed, not measured: a structure of composition C52H138BeN2O19 at a distorted geometry, with ωB97M-V with the def2-TZVPD basis set.

Computed properties:
M ... 1104.683 g mol⁻¹
E ... -98439.114 eV
Kohn-Sham gap ... 0.1507 Ha
Highest occupied orbital energy ... -0.2096 Ha

The geometry in XYZ format:
```
212
Properties=species:S:1:pos:R:3:forces:R:3
Be -18.011 1.899 -23.064 1.18 1.47 2.17
C -13.344 2.920 -21.488 -0.02 -0.08 1.11
C -14.660 2.193 -21.177 0.05 0.05 -0.49
C -14.673 1.739 -19.723 -0.29 0.62 1.28
C -14.858 2.885 -18.745 0.43 1.26 -0.63
C -16.132 3.614 -19.130 -0.84 -0.09 1.67
C -16.279 4.079 -20.590 0.20 0.24 1.93
N -15.845 3.000 -21.457 -0.86 -0.07 -0.11
O -16.027 3.356 -22.804 -1.39 -1.67 -0.46
C -15.512 5.412 -20.710 0.74 -0.20 -0.69
C -17.763 4.364 -20.721 -0.17 -0.44 -0.75
C -14.707 0.898 -21.962 0.20 -0.62 -0.28
H -12.536 2.335 -21.032 0.19 -0.06 -0.47
H -13.347 3.845 -20.910 0.11 0.25 -0.43
H -13.173 3.096 -22.545 -0.05 0.02 -0.06
H -13.767 1.195 -19.459 0.02 -0.13 -0.36
H -15.543 1.105 -19.521 0.13 -0.31 -0.44
H -14.065 3.649 -18.814 0.24 -0.43 -0.11
H -14.834 2.587 -17.694 -0.29 -0.24 -0.07
H -16.283 4.468 -18.451 0.34 0.26 -0.38
H -16.996 3.016 -18.800 0.09 -0.41 -0.61
H -14.577 5.351 -20.143 -0.01 0.18 -0.07
H -16.045 6.303 -20.374 -0.25 -0.23 0.19
H -15.255 5.596 -21.757 0.04 0.03 0.09
H -18.075 5.073 -19.955 0.07 0.31 -0.17
H -18.371 3.473 -20.552 0.13 -0.13 -0.20
H -17.965 4.708 -21.735 -0.21 0.29 0.16
H -14.679 0.999 -23.048 0.13 0.24 0.03
H -15.577 0.294 -21.717 -0.24 0.32 0.23
H -13.856 0.297 -21.625 0.12 0.05 -0.25
C -22.710 3.923 -22.509 -0.27 0.20 -0.71
C -22.120 3.839 -21.108 -0.05 0.12 -0.07
C -23.291 4.061 -20.138 0.23 0.60 0.20
C -22.962 3.673 -18.717 -0.59 -0.80 0.24
C -22.644 2.180 -18.758 -0.10 1.13 -0.33
C -21.420 1.893 -19.619 0.44 -0.80 0.10
N -21.493 2.517 -20.942 -1.55 0.38 0.88
O -20.474 2.241 -21.804 0.80 -0.38 -1.00
C -21.413 0.369 -19.815 0.92 -0.79 -0.45
C -20.176 2.272 -18.792 0.23 0.86 -0.05
C -21.133 4.994 -20.949 0.60 0.32 0.24
H -23.470 3.163 -22.697 0.17 -0.19 0.18
H -21.960 3.837 -23.297 0.02 -0.15 0.05
H -23.208 4.883 -22.686 0.10 0.09 0.25
H -24.174 3.517 -20.482 0.02 -0.06 0.05
H -23.521 5.131 -20.153 -0.17 -0.09 -0.29
H -23.839 3.759 -18.068 0.00 0.40 -0.09
H -22.174 4.287 -18.277 0.13 -0.09 -0.09
H -23.503 1.706 -19.241 -0.06 -0.16 0.24
H -22.533 1.820 -17.736 0.18 -0.44 -0.15
H -20.767 -0.102 -19.066 -0.37 -0.07 0.29
H -20.963 0.047 -20.761 0.03 0.51 -0.10
H -22.393 -0.107 -19.818 -0.12 0.23 0.27
H -20.018 3.353 -18.756 -0.26 0.03 0.04
H -19.241 1.920 -19.211 0.13 -0.34 0.03
H -20.274 1.940 -17.757 0.10 -0.25 -0.06
H -20.596 4.947 -20.001 0.01 -0.08 0.07
H -21.586 5.989 -20.984 -0.28 -0.15 -0.15
H -20.379 4.965 -21.729 0.14 -0.01 0.05
C -14.920 6.955 -16.405 -0.17 -0.75 -0.41
C -13.743 6.237 -17.040 0.21 0.15 0.00
O -12.559 6.438 -16.268 -0.23 0.08 -0.07
H -15.809 6.797 -17.026 0.08 0.19 -0.11
H -14.729 8.018 -16.304 -0.05 0.07 0.25
H -15.161 6.455 -15.465 0.17 0.43 0.26
H -13.561 6.601 -18.060 -0.18 -0.04 0.00
H -13.984 5.166 -17.094 0.14 0.06 -0.07
H -11.825 6.562 -16.885 -0.02 -0.23 0.10
C -18.383 5.261 -25.253 0.44 -0.36 -0.75
C -19.279 5.163 -24.048 0.59 0.87 -1.32
O -19.329 3.790 -23.713 -0.28 -0.61 0.54
H -18.755 4.723 -26.130 -0.40 0.01 0.19
H -17.435 4.766 -25.031 0.11 0.29 0.14
H -18.195 6.282 -25.581 0.03 0.08 0.25
H -20.267 5.572 -24.289 -0.18 -0.43 0.09
H -18.873 5.845 -23.292 0.06 -0.56 0.47
H -20.107 3.641 -23.137 0.33 -0.85 0.47
C -15.551 7.544 -26.152 -0.39 1.11 0.03
C -14.936 6.356 -25.462 -0.68 -0.35 -0.32
O -15.450 6.249 -24.132 0.22 -0.18 0.09
H -15.379 7.535 -27.230 0.48 0.04 0.09
H -15.213 8.486 -25.708 0.34 -0.06 -0.24
H -16.639 7.645 -26.087 0.01 -0.66 0.33
H -13.845 6.444 -25.440 0.01 0.01 -0.06
H -15.217 5.459 -26.019 0.20 -0.12 0.11
H -15.275 5.357 -23.783 -0.27 0.13 -0.03
C -13.734 10.159 -18.615 -0.38 0.11 0.49
C -14.612 9.334 -19.539 0.30 0.55 -0.10
O -14.967 10.178 -20.629 0.15 -0.21 -0.19
H -12.728 10.313 -19.000 -0.09 0.07 -0.17
H -13.641 9.721 -17.619 0.03 -0.24 -0.07
H -14.227 11.122 -18.464 0.17 0.09 -0.10
H -15.526 9.027 -19.015 0.15 -0.27 0.02
H -14.038 8.465 -19.884 -0.35 -0.15 0.01
H -15.211 9.625 -21.395 0.03 -0.03 0.18
C -8.985 4.381 -23.017 -0.04 0.11 0.03
C -10.288 3.742 -23.435 -0.52 -0.15 -0.87
O -10.452 3.692 -24.861 0.19 -0.17 -0.24
H -8.961 5.435 -23.304 -0.01 -0.01 0.02
H -8.145 3.882 -23.498 -0.01 -0.04 0.01
H -8.850 4.326 -21.934 -0.01 -0.02 -0.01
H -11.173 4.242 -23.032 0.22 -0.02 0.40
H -10.340 2.681 -23.180 0.11 0.12 0.40
H -10.668 4.550 -25.239 0.09 0.14 0.30
C -13.386 3.207 -27.275 -0.68 -0.03 -0.16
C -13.708 2.783 -25.860 -0.30 -0.26 0.37
O -15.104 2.996 -25.619 0.09 0.50 -0.06
H -14.167 2.793 -27.920 0.20 -0.10 -0.12
H -12.410 2.874 -27.623 0.05 -0.02 0.12
H -13.469 4.291 -27.384 0.16 0.00 0.10
H -13.073 3.327 -25.153 -0.14 -0.04 0.08
H -13.555 1.708 -25.701 0.45 0.09 -0.21
H -15.259 3.166 -24.676 0.01 -0.26 0.20
C -17.164 0.065 -17.074 0.09 -0.28 -0.32
C -16.682 -0.754 -15.879 -0.32 1.38 -0.45
O -17.629 -0.629 -14.829 -0.08 -0.95 0.25
H -18.133 -0.265 -17.454 -0.04 -0.19 0.26
H -16.473 -0.041 -17.918 0.08 0.31 0.12
H -17.298 1.109 -16.784 0.26 0.08 -0.16
H -15.716 -0.355 -15.549 0.11 -0.22 -0.05
H -16.547 -1.790 -16.185 -0.25 -0.19 0.47
H -17.618 0.262 -14.471 0.15 0.09 -0.15
C -10.429 3.545 -18.677 0.50 -0.80 0.38
C -10.930 4.867 -19.245 0.10 -1.65 0.60
O -10.572 5.903 -18.345 0.07 0.35 -0.57
H -10.673 3.409 -17.620 -0.16 0.38 -0.01
H -9.336 3.479 -18.738 -0.03 0.10 -0.04
H -10.807 2.636 -19.155 -0.14 0.30 -0.38
H -12.013 4.779 -19.305 -0.07 0.60 -0.11
H -10.483 4.955 -20.238 -0.29 0.58 -0.10
H -9.621 6.013 -18.447 -0.04 0.22 0.23
O -16.932 -0.326 -23.601 -0.30 0.23 -0.29
H -17.072 -0.793 -24.432 -0.04 0.16 0.00
H -16.348 -0.916 -23.076 -0.39 0.40 -0.18
O -18.115 0.570 -21.111 0.09 0.54 -0.66
H -18.872 0.853 -20.586 -0.31 0.26 -0.39
H -17.713 -0.193 -20.641 0.03 0.00 -0.42
O -15.555 -2.364 -22.268 0.56 -0.48 -0.48
H -14.597 -2.501 -22.339 -0.09 0.14 0.09
H -15.943 -3.238 -22.412 0.01 0.07 -0.10
C -18.799 -2.888 -19.064 -0.06 0.31 -0.07
C -17.313 -2.840 -19.324 0.75 0.39 0.91
C -16.701 -4.133 -19.840 -0.09 0.45 -0.23
O -17.000 -1.728 -20.184 -0.41 -0.45 0.16
H -19.071 -3.525 -18.222 0.18 -0.33 -0.18
H -19.307 -3.197 -19.979 -0.22 -0.01 0.13
H -19.152 -1.899 -18.769 0.00 0.08 -0.25
H -16.784 -2.611 -18.386 -0.24 -0.11 0.07
H -16.722 -4.903 -19.073 -0.14 -0.09 -0.07
H -15.655 -3.939 -20.088 0.09 -0.17 0.05
H -17.227 -4.468 -20.739 -0.02 -0.19 0.05
H -16.342 -2.022 -20.833 0.03 0.30 0.11
C -12.288 -0.997 -24.543 0.27 0.03 0.61
C -11.030 -1.074 -23.713 1.08 -0.58 1.15
C -11.135 -0.360 -22.367 -0.84 0.67 -0.46
O -10.754 -2.465 -23.428 -0.41 -0.06 -0.62
H -12.167 -1.565 -25.461 -0.12 0.07 -0.10
H -12.497 0.055 -24.733 -0.10 -0.06 -0.26
H -13.111 -1.404 -23.949 -0.08 -0.04 -0.16
H -10.164 -0.662 -24.249 -0.25 0.03 -0.19
H -10.198 -0.299 -21.812 0.09 -0.12 -0.13
H -11.890 -0.846 -21.744 0.13 -0.16 0.02
H -11.505 0.657 -22.547 0.21 0.03 0.17
H -9.975 -2.537 -22.872 0.03 0.17 0.02
C -12.950 -1.035 -18.360 -0.57 -0.09 -0.95
C -12.473 -2.452 -18.164 -0.86 -0.63 0.48
C -13.411 -3.287 -17.286 -0.06 0.50 0.33
O -12.461 -3.066 -19.464 0.66 0.37 0.17
H -13.905 -1.041 -18.905 -0.13 -0.20 0.37
H -12.311 -0.509 -19.073 0.39 0.11 0.46
H -13.089 -0.494 -17.427 0.20 0.08 0.00
H -11.518 -2.419 -17.619 0.34 -0.24 -0.75
H -13.243 -4.361 -17.381 0.23 0.04 -0.04
H -14.448 -3.100 -17.562 -0.14 0.03 -0.03
H -13.274 -3.015 -16.235 -0.14 -0.06 -0.02
H -12.064 -3.938 -19.371 -0.02 0.02 -0.07
C -18.050 8.306 -21.656 0.06 -0.15 -0.09
C -17.266 8.848 -22.837 -0.35 0.01 -0.55
C -17.438 10.338 -23.036 0.29 0.66 -0.43
O -15.871 8.552 -22.715 -0.41 -0.24 -0.19
H -17.686 8.773 -20.740 -0.15 -0.02 0.05
H -17.942 7.220 -21.578 0.23 0.04 0.05
H -19.124 8.469 -21.780 0.06 0.29 0.07
H -17.665 8.375 -23.748 0.27 -0.15 0.04
H -18.445 10.596 -23.373 -0.17 -0.11 0.53
H -16.821 10.723 -23.855 0.24 -0.40 0.04
H -17.132 10.917 -22.163 -0.30 -0.08 0.15
H -15.741 7.674 -23.133 0.29 0.20 0.20
C -19.222 7.932 -18.592 -0.28 -0.03 -0.42
C -20.161 7.470 -17.481 1.16 0.79 0.16
C -19.474 6.490 -16.560 -0.73 -0.93 0.76
O -20.472 8.616 -16.661 -0.26 -0.25 -0.24
H -19.803 8.546 -19.289 0.23 0.02 -0.08
H -18.784 7.110 -19.160 -0.25 -0.15 -0.02
H -18.377 8.523 -18.233 -0.16 0.03 0.32
H -21.087 7.092 -17.925 0.08 -0.31 0.11
H -18.727 6.968 -15.928 0.14 0.19 -0.31
H -19.042 5.614 -17.052 0.11 0.28 -0.34
H -20.198 6.053 -15.859 -0.03 0.20 -0.03
H -20.741 9.316 -17.267 -0.04 0.05 0.16
C -12.200 6.901 -22.706 -0.23 -0.89 -0.39
C -11.980 8.264 -22.103 -0.37 1.09 0.35
C -11.274 8.252 -20.755 -0.17 -0.58 0.00
O -11.291 9.113 -23.034 -0.14 -0.43 -0.14
H -11.340 6.490 -23.244 0.29 0.22 0.33
H -13.018 6.843 -23.428 -0.01 0.58 -0.01
H -12.518 6.180 -21.945 0.29 0.08 0.16
H -12.978 8.683 -21.898 0.09 0.03 -0.25
H -11.219 9.224 -20.264 -0.05 0.13 -0.33
H -10.258 7.858 -20.840 -0.05 -0.14 0.06
H -11.887 7.622 -20.102 0.38 -0.10 0.16
H -11.424 10.026 -22.762 -0.03 -0.02 0.04
```
Positions in Å, forces in eV/Å.